The following is a DFT calculation (the ωB97M-V functional and the def2-TZVPD basis) of a molecular structure, C2H2FInO2 in a non-equilibrium geometry.

Properties
E   -14080.312 eV
Kohn-Sham gap (alpha / beta)   5.036 / 9.208 eV
ΔE to the lowest compared entry with this formula, charge and spin   16.9 kJ/mol
Charge   +1
2S+1   2
Expectation value of S²   0.75

```
8
Properties=species:S:1:pos:R:3:forces:R:3:mulliken_spin:R:1
In 2.04512 -0.71884 0.13485 1.2 -0.6 1.1 0.02
F 3.76705 -0.71712 0.45103 3.9 -0.3 0.9 0.00
C -0.79016 -0.19214 -0.09832 -3.9 -1.0 0.9 0.09
H -1.43895 -0.95419 -0.57972 0.4 0.3 0.1 -0.01
C -1.40196 1.14772 -0.52171 0.0 2.1 0.4 0.66
O -1.62041 2.08593 0.17014 0.3 -1.6 -0.9 0.21
O 0.48321 -0.36238 -0.53468 -2.8 0.9 -2.3 0.00
H -1.04390 -0.28899 0.97840 0.9 0.0 -0.2 0.03
```
Forces are in eV/Å.

The following is a DFT calculation (the ωB97M-V functional and the def2-TZVPD basis) of a molecular structure, C2H2FN3 in a non-equilibrium geometry.

Properties
E   -9290.537 eV
Kohn-Sham gap   9.829 eV
ΔE to the lowest compared entry with this formula, charge and spin   277.9 kJ/mol
2S+1   1

```
8
Properties=species:S:1:pos:R:3:forces:R:3:nbo_charge:R:1
H 0.11314 1.80279 -1.97266 -1.5 2.9 -3.3 0.33
F 1.07191 0.38915 1.18551 0.8 0.3 0.6 -0.29
C -0.72898 -1.07785 1.14563 -1.2 -0.4 0.5 0.19
N -0.46105 0.60254 -0.85310 0.6 -1.8 2.2 -0.05
H 0.89216 -1.00736 -0.26809 1.1 -1.0 -0.3 0.20
N -1.71608 -1.48172 1.59752 1.1 0.3 -0.4 -0.25
N 0.45173 1.23356 -1.30155 1.9 -2.3 2.9 -0.33
C 0.37717 -0.46111 0.46676 -2.8 2.0 -2.2 0.21
```
Forces are in eV/Å.

The following is a DFT calculation (the ωB97M-V functional and the def2-TZVPD basis) of a single C2H2FN3O molecule in a non-equilibrium geometry.

Properties
E   -11338.459 eV
Kohn-Sham gap   10.118 eV
ΔE to the lowest compared entry with this formula, charge and spin   200.6 kJ/mol
2S+1   1
SMILES   Nc1nonc1F

```
9
Properties=species:S:1:pos:R:3:forces:R:3:nbo_charge:R:1
N -0.55086 1.26714 0.54287 1.1 -1.7 -0.3 -0.17
N -1.28272 -0.61465 -0.65700 1.3 -0.2 1.5 -0.82
O 0.69223 1.59641 1.05373 -0.3 1.4 1.0 -0.15
F 1.66214 -1.29882 -0.21404 1.2 -2.6 -0.9 -0.27
N 1.62414 0.66131 0.89749 -0.4 -1.0 -0.9 -0.11
C -0.35664 0.06057 0.04241 1.3 1.6 0.7 0.22
C 1.03840 -0.30061 0.24203 -1.8 3.7 1.5 0.44
H -2.03029 0.01463 -0.83459 -1.0 -0.7 -1.3 0.43
H -0.79639 -1.38598 -1.07291 -1.5 -0.3 -1.2 0.42
```
Forces are in eV/Å.

The following is a DFT calculation (the ωB97M-V functional and the def2-TZVPD basis) of a single C2H2FN3OS molecule in a non-equilibrium geometry.

Properties
E   -22171.833 eV
Kohn-Sham gap   9.065 eV
ΔE to the lowest compared entry with this formula, charge and spin   268.7 kJ/mol
2S+1   1
SMILES   [H]/N=c1\c(F)non1S

```
10
Properties=species:S:1:pos:R:3:forces:R:3:nbo_charge:R:1
F -1.92622 1.65176 0.99941 1.6 -0.1 0.8 -0.29
S 1.49712 -1.32566 -1.30101 -1.0 -1.2 2.9 0.26
N 0.61017 -0.28589 -0.29833 -1.1 0.9 -1.2 -0.32
N 0.22092 0.85061 1.62544 0.1 0.4 -1.2 -0.08
C -0.73874 1.02824 0.79380 -1.8 0.8 1.9 0.47
N -1.63117 -0.39443 -0.99410 -3.4 0.5 0.3 -0.63
O 1.15514 0.05361 0.94524 -0.1 0.7 1.0 -0.18
H -2.58267 -0.07359 -0.59597 1.6 -0.3 -1.4 0.36
H 1.34461 -2.45422 -0.35464 0.3 1.5 -1.9 0.13
C -0.76466 0.18037 -0.31395 3.8 -3.2 -1.2 0.29
```
Forces are in eV/Å.

The following is a DFT calculation (the ωB97M-V functional and the def2-TZVPD basis) of a single C2H2FN3S molecule in a non-equilibrium geometry.

Properties
E   -20126.445 eV
Kohn-Sham gap   8.764 eV
ΔE to the lowest compared entry with this formula, charge and spin   167.1 kJ/mol
2S+1   1
SMILES   Fc1n[nH][nH]c1=S

```
9
Properties=species:S:1:pos:R:3:forces:R:3:nbo_charge:R:1
C 0.99809 0.57978 0.53596 -4.4 -0.5 -3.3 0.52
S -0.06594 1.76502 -1.93502 -0.4 -0.1 -0.2 -0.07
H -0.75606 -1.90920 0.97755 0.5 0.3 0.1 0.41
C -0.15098 0.70927 -0.71400 3.0 -0.2 3.2 -0.06
N -0.97756 -0.33070 -0.36946 1.8 1.8 0.1 -0.44
N -0.44477 -0.96950 0.77947 -1.3 -0.4 -0.6 -0.26
N 0.67500 -0.41853 1.24636 0.7 -0.3 0.3 -0.26
F 1.99377 1.37403 0.68319 0.7 0.4 0.3 -0.26
H -1.27155 -0.80016 -1.20405 -0.5 -1.0 0.1 0.42
```
Forces are in eV/Å.

The following is a DFT calculation (the ωB97M-V functional and the def2-TZVPD basis) of a single C2H2FN3S2 molecule in a non-equilibrium geometry.

Properties
E   -30962.514 eV
Kohn-Sham gap   9.625 eV
ΔE to the lowest compared entry with this formula, charge and spin   0.0 kJ/mol
2S+1   1
SMILES   Fc1nnn(S)c1S

```
10
Properties=species:S:1:pos:R:3:forces:R:3:nbo_charge:R:1
N 0.53376 1.00139 -1.63252 0.1 -0.4 0.6 -0.24
F 0.97906 2.45618 0.11852 -0.5 -1.0 0.3 -0.29
S -0.49045 -2.41239 -0.42239 0.3 0.5 0.0 0.24
C 0.10599 0.15641 0.39209 0.7 0.0 0.8 -0.10
N 0.16312 -0.22107 -1.85819 0.1 0.8 2.0 -0.03
S -0.01969 -0.24793 2.10241 -0.1 0.7 -0.1 0.07
H 0.07320 1.05215 2.52050 0.0 -0.6 -0.3 0.16
H -1.82309 -2.27655 -0.34486 0.0 0.2 0.0 0.12
C 0.55956 1.24167 -0.27931 0.1 1.1 -2.0 0.41
N -0.08144 -0.74986 -0.59625 -0.7 -1.2 -1.2 -0.35
```
Forces are in eV/Å.

The following is a DFT calculation (the ωB97M-V functional and the def2-TZVPD basis) of 3 unconnected molecules or ions with the total composition C2H2FNO in a non-equilibrium geometry.

Properties
E   -8353.677 eV
Kohn-Sham gap (alpha / beta)   8.291 / 10.318 eV
ΔE to the lowest compared entry with this formula, charge and spin   220.8 kJ/mol
2S+1   3
Expectation value of S²   2.00

```
7
Properties=species:S:1:pos:R:3:forces:R:3:mulliken_spin:R:1
C -1.70283 -0.41801 0.86430 2.8 1.4 1.4 -0.01
N -2.55810 -0.61517 0.15565 -1.9 -0.7 -1.3 0.00
F 1.80634 0.46348 0.97873 1.0 -1.9 5.1 0.77
H -0.80447 -0.02092 1.35177 -0.8 -0.6 -0.1 0.01
O 1.45519 1.01868 -0.55475 0.7 4.0 -1.5 0.34
H 0.78003 -0.72453 -1.47244 0.0 -1.8 0.7 0.10
C 1.02383 0.29649 -1.32326 -1.9 -0.3 -4.3 0.79
```
Forces are in eV/Å.

The following is a DFT calculation (the ωB97M-V functional and the def2-TZVPD basis) of a single C2H2FNO2 molecule in a non-equilibrium geometry.

Properties
E   -10404.262 eV
Kohn-Sham gap (alpha / beta)   9.542 / 9.541 eV
ΔE to the lowest compared entry with this formula, charge and spin   474.9 kJ/mol
2S+1   1
SMILES   C=C(F)[N+](=O)[O-]

```
8
Properties=species:S:1:pos:R:3:forces:R:3:nbo_charge:R:1
C 0.25450 -1.33574 -0.62184 2.2 3.8 -3.1 0.45
H 0.15628 0.00027 0.87636 -0.8 0.7 2.2 0.24
F 0.81662 -1.59074 -1.87552 -1.7 0.9 1.6 -0.31
O 0.41306 -3.54005 -0.58997 -0.7 1.1 1.2 -0.32
N 0.08185 -2.52375 0.03357 -0.1 -4.1 2.6 0.43
O -0.36816 -2.51879 1.20291 0.7 0.4 -2.0 -0.37
H 0.08207 0.69942 -0.86130 0.6 1.0 -0.4 0.24
C 0.18070 -0.06743 -0.14710 -0.3 -3.7 -2.0 -0.35
```
Forces are in eV/Å.

Question: Number 8 is which compound?
Answer: C2H2FNO2

Question: The lowest ΔE to the lowest compared entry with this formula, charge and spin belongs to which entry?
Answer: C2H2FN3S2

Question: What is the ΔE to the lowest compared entry with this formula, charge and spin in the second record?
Answer: 277.9 kJ/mol

Question: 2S+1 of number 1 (C2H2FInO2)?
Answer: 2